No. 1
12
Properties=species:S:1:pos:R:3:forces:R:3 method="wB97M-V/def2-TZVPD" e_above_lowest_kcal_mol=129.59 orbital_gap_ev="7.566 / 7.567" lumo_ev="0.02 / 0.02" e_tot_ev=-9704.964
O 1.711 -1.779 -1.077 -0.4 0.5 0.2
N -0.320 -0.650 -0.150 0.5 -0.7 0.4
N -0.302 1.795 0.478 -0.1 0.3 0.1
N 0.161 0.582 0.842 -0.5 -0.5 -0.4
C -1.376 -1.332 -0.231 0.0 0.7 0.1
C 1.241 -0.848 -0.466 0.1 0.3 -0.4
C 1.469 0.279 0.285 0.0 0.0 -0.3
H 0.003 2.229 -0.393 -0.2 -0.4 0.0
H -1.218 2.014 0.844 0.3 0.1 -0.1
H -2.190 -1.163 0.473 -0.1 0.2 -0.2
H 2.317 0.921 0.439 0.1 -0.2 0.3
H -1.496 -2.048 -1.044 0.2 -0.2 0.3

---

No. 2
93
Properties=species:S:1:pos:R:3:forces:R:3 method="wB97M-V/def2-TZVPD" e_above_lowest_kcal_mol=2.30 orbital_gap_ev="2.909 / 5.843" total_charge=-1 spin_multiplicity=3 lumo_ev="1.93 / 1.93" e_tot_ev=-127828.246 s2=2.02
Ti 1.770 0.084 -3.228 1.9 -2.1 2.4
Cl -0.294 -2.427 -7.148 -0.2 0.2 1.1
Cl 3.808 0.955 -3.560 1.2 0.9 -0.3
S 2.691 -0.762 -0.869 -0.2 -1.4 -0.6
S 3.407 2.020 2.098 -0.7 -3.4 -1.6
Si -1.210 -0.610 -6.459 0.8 2.5 1.7
O 0.732 1.551 -2.779 -2.2 4.3 2.1
O 2.379 3.018 2.306 0.0 1.0 0.0
O 0.418 -1.308 -2.501 -1.9 -1.6 1.1
O 4.763 2.348 2.448 0.3 0.8 0.0
O -0.132 0.785 0.673 -0.9 0.7 1.5
O 1.634 -0.301 -4.943 -0.6 -0.9 -4.4
N -0.713 -2.986 -1.414 -0.2 0.0 -0.6
N -1.462 0.704 2.545 -0.7 0.2 -0.3
N -0.446 3.411 -2.177 -0.6 0.4 0.2
N 3.297 1.303 0.586 0.6 2.6 0.6
C -0.025 -1.853 -1.438 1.1 1.4 -1.6
C 3.324 -3.337 -8.360 0.2 -0.8 -0.4
C 2.826 0.063 0.614 0.4 0.4 1.4
C 0.687 2.736 -2.282 0.2 -2.4 -1.3
C -1.631 1.160 3.918 0.4 0.2 -0.1
C 2.196 1.926 -7.524 -0.7 -0.2 0.4
C 1.789 2.746 -8.575 0.4 -0.6 0.3
C 1.626 -1.734 3.746 0.0 -0.7 -1.1
C 1.080 0.062 -8.521 -0.9 0.6 -0.4
C -1.881 -0.906 -4.672 -0.3 -0.4 -0.5
C 1.864 -0.710 4.651 0.5 1.2 1.2
C -0.976 1.358 -6.189 0.2 -0.1 0.1
C 1.771 0.605 -7.419 0.2 -0.8 -0.2
C -0.467 4.866 -2.428 0.3 0.0 0.0
C 2.933 -1.535 -6.680 -0.4 0.0 -1.3
C 0.617 0.894 -9.568 0.5 -0.3 0.2
C 2.572 -0.443 1.943 0.2 0.5 -1.3
C 2.562 0.444 4.242 -0.2 -0.2 -0.5
C -1.228 -3.429 -0.115 0.3 0.4 0.2
C 2.354 -0.214 -6.231 0.6 0.8 0.4
C -2.155 -0.287 -8.002 -0.4 -0.3 0.2
C 0.990 2.244 -9.599 -0.1 -0.2 -0.1
C -1.761 2.740 -2.105 0.3 0.0 -0.5
C 2.014 -1.628 2.404 -0.9 -0.9 1.0
C 3.466 -2.394 -5.583 0.0 -0.5 0.5
C 2.866 0.549 2.900 0.2 0.8 1.3
C 2.976 -1.940 -7.976 0.9 0.5 0.9
C -1.119 -3.680 -2.636 -0.1 -0.3 0.3
C -0.342 1.055 1.866 0.9 -0.6 -1.0
C -2.664 0.328 1.816 0.2 -0.2 0.1
H 3.205 0.391 -5.912 0.2 0.0 -0.1
H -2.070 -3.294 -3.026 0.3 0.0 0.1
H -1.911 2.097 -2.995 -0.1 0.3 0.5
H -3.315 -0.203 2.516 0.0 0.0 -0.2
H 4.382 -3.651 -8.275 -0.3 0.3 0.2
H 2.714 -4.066 -7.804 0.3 0.2 0.0
H 2.803 2.257 -6.687 0.1 0.5 -0.2
H -3.049 -0.836 -7.682 -0.5 0.2 -1.1
H -1.498 5.202 -2.190 1.0 0.1 -0.1
H 2.709 -3.170 -5.371 0.4 0.1 0.3
H -2.494 3.565 -2.096 0.1 -0.7 0.0
H -3.216 1.200 1.427 0.2 -0.1 0.1
H -1.848 -2.611 0.318 0.2 -0.8 -0.1
H 1.127 -2.640 4.101 0.2 0.2 -0.2
H -0.241 5.045 -3.508 -0.3 0.0 0.8
H -0.352 -3.656 -3.418 -0.1 0.3 0.3
H 1.617 3.209 -1.984 0.2 0.2 0.0
H -2.050 1.628 -6.166 0.1 -0.3 -0.1
H 1.566 -0.758 5.697 0.0 -0.3 -0.2
H 2.176 3.744 -8.578 -0.1 0.5 -0.2
H -2.403 -0.324 0.976 0.0 0.2 0.2
H -0.362 -3.599 0.555 -0.6 -0.1 -0.2
H -1.829 2.149 -1.175 0.1 0.2 -0.5
H -2.984 -0.888 -4.729 0.2 -0.2 0.1
H 0.858 -1.007 -8.591 0.0 0.8 0.2
H 0.401 1.560 2.525 -0.1 -0.2 -0.5
H 3.062 -3.479 -9.412 0.1 -0.1 0.0
H -0.603 1.841 -5.282 0.5 -0.6 0.1
H 4.426 -2.873 -5.838 -0.5 0.0 -0.2
H 0.141 -1.374 -0.471 0.1 0.1 0.0
H -1.595 -0.122 -3.935 0.1 -0.5 -0.8
H 0.005 0.459 -10.385 0.5 0.3 0.6
H 1.804 -2.439 1.714 0.1 0.0 0.0
H -1.794 2.253 3.963 -0.1 -0.4 0.1
H -0.709 0.926 4.467 -0.3 0.0 0.0
H -2.487 0.627 4.354 0.3 0.2 0.0
H 2.828 1.261 4.932 -0.3 -0.5 -0.3
H -1.598 -0.742 -8.829 -0.7 0.1 0.1
H 2.843 -1.277 -8.846 -0.2 -0.3 0.9
H -1.549 -1.875 -4.281 -0.2 0.4 -0.2
H -0.561 1.915 -7.037 0.0 -0.3 0.0
H -2.286 0.805 -8.120 -0.3 -0.9 -0.1
H -1.800 -4.359 -0.254 0.2 0.5 0.2
H -1.287 -4.720 -2.367 0.1 -0.1 -0.1
H 0.297 5.402 -1.820 -0.6 -0.4 -0.3
H 3.684 -1.822 -4.668 -0.4 -0.1 -0.3
H 0.712 2.874 -10.452 0.0 -0.2 0.4

---

Repeat the first record exactly.
12
Properties=species:S:1:pos:R:3:forces:R:3 method="wB97M-V/def2-TZVPD" e_above_lowest_kcal_mol=129.59 orbital_gap_ev="7.566 / 7.567" lumo_ev="0.02 / 0.02" e_tot_ev=-9704.964
O 1.711 -1.779 -1.077 -0.4 0.5 0.2
N -0.320 -0.650 -0.150 0.5 -0.7 0.4
N -0.302 1.795 0.478 -0.1 0.3 0.1
N 0.161 0.582 0.842 -0.5 -0.5 -0.4
C -1.376 -1.332 -0.231 0.0 0.7 0.1
C 1.241 -0.848 -0.466 0.1 0.3 -0.4
C 1.469 0.279 0.285 0.0 0.0 -0.3
H 0.003 2.229 -0.393 -0.2 -0.4 0.0
H -1.218 2.014 0.844 0.3 0.1 -0.1
H -2.190 -1.163 0.473 -0.1 0.2 -0.2
H 2.317 0.921 0.439 0.1 -0.2 0.3
H -1.496 -2.048 -1.044 0.2 -0.2 0.3